18
Properties=species:S:1:pos:R:3 method="wB97M-V/def2-TZVPD" charge=+1 e_homo_ev=-14.2 largest_force_ev_per_a=6.77
C 0.86 -0.38 1.84
C 2.07 0.39 -0.06
C -0.13 -0.68 -0.49
C -2.26 0.69 -0.23
C -1.44 -0.31 -0.99
N -0.30 -0.47 1.36
N 2.07 -0.19 1.10
N 1.00 0.14 -0.78
Cl 3.39 1.28 -0.59
Cl 0.29 -2.36 -0.69
H 0.97 -0.27 2.89
H -3.25 0.35 0.07
H -2.54 1.59 -0.73
H -1.72 0.83 0.74
H -1.02 0.15 -2.00
H -1.86 -1.24 -1.24
H 2.93 0.02 1.56
H 0.94 0.45 -1.76